1.
Molecular formula: C31H58N2O7
Method: DFT, ωB97M-V/def2-TZVPD

Each line ends with the Mulliken charge.
Positions of all 98 atoms, in Å:
1 H -5.42644 2.26664 2.33825  0.296
2 C -1.80409 3.12081 1.44541  -0.707
3 C 3.84738 2.61879 -7.05983  -0.323
4 H -2.40119 -4.97534 0.84508  0.066
5 H -6.28503 -6.53713 -2.18142  0.391
6 H 0.49845 -4.53345 1.25274  0.285
7 C 1.87426 3.23792 3.50218  -0.563
8 H -6.74315 -5.79618 -0.64539  0.271
9 H 1.73508 2.35825 -5.33931  0.384
10 C 0.67833 2.80281 2.49206  0.572
11 C -5.64131 -6.53438 1.74752  -0.265
12 H -7.41799 -7.68493 1.23765  0.270
13 H -0.37716 -6.05779 1.94504  0.293
14 H 0.10910 5.38625 3.41596  0.401
15 C -0.97400 -1.79975 -1.89756  -0.860
16 H 3.49715 2.55418 1.73796  0.257
17 O -5.09371 1.33957 2.44526  -0.530
18 H -2.39129 3.29870 6.01628  0.313
19 H -1.67325 -1.75706 -2.81880  0.335
20 C 3.22724 3.79374 -7.79639  -1.018
21 H 7.81803 1.86521 -2.40015  0.250
22 C -6.79140 -7.46187 2.10292  -1.149
23 H -2.30585 -3.64322 -1.41763  0.014
24 C 5.21339 1.87855 -1.56215  -0.122
25 H -4.30539 0.36935 4.20771  0.284
26 C -1.33002 -3.14931 -1.03915  -0.105
27 H 7.30536 0.89292 -0.09539  0.318
28 H 3.13187 4.49060 -5.19688  0.317
29 H 2.74989 1.64764 -4.08689  0.215
30 H 8.14407 3.41817 -1.63622  0.288
31 C -0.89935 4.81621 3.41563  -0.807
32 H -0.48224 -3.89826 -1.26737  0.197
33 H -2.29895 -2.15737 0.82563  0.212
34 H -0.13128 -4.51943 2.98474  0.267
35 O -4.74412 -7.08348 0.78960  -0.418
36 H -5.16468 -5.44336 -1.34253  0.150
37 H 3.96844 4.58339 -7.94823  0.287
38 H 1.37622 3.39855 4.53198  0.276
39 C -4.18204 1.32918 3.57248  0.228
40 C -5.91041 -6.23100 -1.20165  -0.910
41 O 2.78775 2.12131 3.68070  -0.405
42 H -6.02362 -8.23054 -0.36820  0.334
43 C -1.44265 -2.88079 0.53692  -0.377
44 C -2.10470 3.36032 4.89337  -0.241
45 H -3.24731 -0.02981 -1.82541  0.317
46 O -1.12137 4.40127 4.78957  -0.416
47 H 4.09405 3.72981 -3.94761  0.290
48 C -2.43461 0.34343 -1.10641  -0.430
49 H -0.41647 -2.49751 0.90857  0.159
50 H 4.20702 2.30362 -1.51888  0.315
51 H -4.21709 2.25367 5.61104  0.275
52 H 1.82537 0.99547 1.59543  0.267
53 H 4.36005 1.16630 2.66510  0.225
54 H 2.39396 4.23046 -7.24241  0.261
55 C -0.29218 1.06683 0.56968  0.616
56 C 2.36237 2.59414 -4.47797  -1.041
57 C -4.33459 2.62913 4.53433  -0.791
58 N 0.01167 -0.11861 -0.18609  -0.543
59 H -2.29697 -3.91487 2.34052  0.296
60 H -2.78483 3.72125 1.43904  0.194
61 H 5.66118 2.24128 -2.49280  0.197
62 C -0.34669 -4.91698 1.93674  -1.027
63 H 0.09059 -1.85162 -2.32449  0.289
64 H 3.12650 1.80306 -6.94063  0.293
65 H -3.10659 1.37973 3.14344  -0.074
66 H 2.39224 4.20311 3.17404  0.275
67 H -7.42676 -7.00536 2.86656  0.394
68 C 5.10227 0.36311 -1.56248  -1.122
69 H -1.68183 5.57774 3.06472  0.326
70 C -5.29839 -7.41718 -0.47624  -0.347
71 H 4.66831 2.21811 -7.66173  0.328
72 H -6.41025 -8.41439 2.48473  0.301
73 O 4.40376 2.96902 -5.79931  -0.410
74 H -5.05481 -6.34115 2.64925  0.341
75 C 8.15357 2.33665 -1.47436  -1.054
76 C 3.92025 2.22623 2.76472  -0.550
77 H 7.65527 2.46151 0.60251  0.335
78 H 9.18299 2.01963 -1.29049  0.388
79 H 2.85124 3.47490 -8.77156  0.385
80 O 5.92109 2.39543 -0.44236  -0.451
81 H -4.47762 -7.81520 -1.08018  0.327
82 H 6.08083 -0.11762 -1.61139  0.298
83 H 4.52013 0.02409 -2.42354  0.395
84 C 7.26943 1.96910 -0.29508  -0.317
85 H -5.40947 3.00545 4.42611  0.439
86 H -1.69195 2.30563 4.63946  0.308
87 H 4.61273 0.01546 -0.64691  0.275
88 H -6.01051 -5.56205 1.40640  0.311
89 N -2.71319 1.51945 -0.35373  -0.564
90 H 1.72606 3.05510 -3.71772  0.373
91 H 4.71914 2.94010 3.16657  0.304
92 C 0.82960 1.57830 1.56439  -0.590
93 C -1.71993 -4.23623 1.39178  -0.185
94 O -3.34185 3.64746 4.18304  -0.307
95 C -0.70605 3.57119 2.42665  0.658
96 C -1.10723 -0.45839 -1.00066  0.578
97 C -1.61648 1.86241 0.51013  0.257
98 C 3.50669 3.52394 -4.84608  -0.344

Values from the calculation:
HOMO energy   -8.38 eV
F_max   0.11336 hartree/bohr
E_tot   -1851.8017 Eh
SMILES string   CCCCCc1cnc2cc(COCOCCO)c(COC)cc2n1.CCOCC.CCOCC.CCOCC
Kohn-Sham gap   7.77 eV
Multiplicity   1

---

2.
Molecular formula: C31H58N5O4ReSSi
Method: DFT, ωB97M-V/def2-TZVPD

Each line ends with the Mulliken charge.
Positions of all 101 atoms, in Å:
1 H 1.06324 4.39003 -2.33083  0.315
2 C -1.45858 0.76107 -4.45325  -0.677
3 H 0.76482 4.69830 2.30909  0.268
4 H -7.53604 -0.15419 1.55891  0.327
5 C 1.63534 -4.00830 1.48251  1.822
6 C 5.64120 -1.10050 -0.88436  -1.897
7 H -2.48978 1.21498 -2.62300  0.272
8 C 4.05370 -0.08820 0.76635  -1.318
9 S 1.13916 2.61825 -0.50925  -0.500
10 H -5.46703 0.24393 3.18276  0.318
11 H 2.27650 -1.90647 -3.58699  0.405
12 H -0.24608 -3.77760 -4.43532  0.408
13 C 1.52992 -0.41922 4.15913  -0.760
14 H -0.41949 0.78798 -1.67153  -0.744
15 C 1.85067 1.53235 5.71107  -0.609
16 C -0.91737 -2.25733 -2.30677  -1.640
17 C -6.29097 1.60654 1.73430  -0.580
18 C 2.25356 -4.17968 2.86988  -1.637
19 H -0.30382 5.89791 -4.04674  0.339
20 C 1.77406 -5.30242 0.68423  -1.631
21 H 1.34600 4.05720 -4.60602  0.414
22 H -2.33569 0.87210 -5.08696  0.440
23 H -0.57775 1.05175 -5.02234  0.221
24 H -6.94147 2.04978 2.48892  0.339
25 H 2.07159 -3.29981 3.48013  0.190
26 C -4.95990 -0.77279 0.69272  -0.688
27 Re 0.07862 0.37045 1.01292  -1.702
28 N -0.47948 1.57797 -2.31100  0.636
29 H 3.11074 1.17993 -1.49131  -0.005
30 C 1.11616 3.74475 5.11413  -0.626
31 C -0.59345 4.98686 -4.56258  -1.122
32 H 1.82842 -5.05049 3.36161  0.425
33 H 1.03361 4.79569 5.35349  0.442
34 N -1.83575 0.54626 1.22271  -0.640
35 H 3.11872 0.46524 0.88853  0.049
36 H 4.25337 0.48420 -2.63935  0.338
37 H -1.34208 -0.28533 -4.19243  -0.065
38 O 1.21672 -3.02543 -1.54680  -0.385
39 H 0.55001 -0.89973 4.19733  0.310
40 O 0.97351 -0.88890 0.01824  3.671
41 C 0.39327 -3.96481 -3.57472  -1.978
42 C 0.75754 1.90843 3.58123  0.234
43 H -0.28224 -3.58527 0.60534  -0.004
44 H 1.20462 -0.66481 -2.95715  0.004
45 C 0.34936 3.84329 -4.20698  -0.179
46 H 0.80974 -1.48578 -4.49160  0.582
47 H 1.92967 -0.54565 3.14827  -0.247
48 C 0.16958 -3.59016 1.59369  -1.041
49 H 0.11629 -2.58208 2.00989  -0.112
50 H 2.18858 -0.92088 4.86245  0.506
51 C -1.63598 1.60308 -3.19028  -0.705
52 H -1.62031 4.75490 -4.29251  0.270
53 C 1.70809 2.87945 6.02369  -0.794
54 H -0.38497 -4.26686 2.23836  0.593
55 H -5.93853 2.40866 1.08405  0.297
56 C 0.31096 2.61027 -1.98850  0.885
57 H -0.65974 3.66830 2.24514  0.198
58 N -4.26759 0.23878 1.48236  0.041
59 H -0.03298 -4.77884 -2.99231  0.400
60 H 5.69999 -2.01780 -0.30769  0.398
61 H -0.85771 -1.49572 -1.53157  0.025
62 H 4.00414 -0.98972 1.37105  0.156
63 C 0.49547 -2.69739 -2.71975  1.819
64 N 0.48471 3.68303 -2.76756  -0.090
65 H 2.05428 3.25312 6.97562  0.396
66 H -5.70943 0.61437 -0.75952  0.234
67 H -1.47058 -1.87544 -3.15917  0.528
68 C 4.26121 -0.46931 -0.69803  1.864
69 Si 1.98669 -2.08648 -0.46611  -1.452
70 C 4.10797 0.76070 -1.59866  -1.377
71 C 0.62655 3.29322 3.90614  0.655
72 H -1.46786 -3.10401 -1.90422  0.454
73 H -0.56545 5.00228 3.42175  0.454
74 C -7.06230 0.58028 0.90527  -0.689
75 O 2.37956 -2.98757 0.82184  -0.434
76 H -1.85225 2.64212 -3.44401  0.384
77 H -4.25165 -1.23960 0.00421  0.376
78 H 4.87167 0.53489 1.11644  0.645
79 H 1.20578 -6.10527 1.14529  0.487
80 H 1.42592 -5.14384 -0.33133  0.108
81 H 2.82100 -5.58578 0.64918  0.385
82 C -6.11473 -0.12180 -0.06378  -0.507
83 H 1.37672 -4.26582 -3.92343  0.452
84 C -3.00375 0.42155 1.38265  1.017
85 H 5.80655 -1.33599 -1.93166  0.355
86 H -7.84794 1.08288 0.33971  0.323
87 O 3.29750 -1.42542 -1.12955  0.003
88 H -0.54836 5.16689 -5.63205  0.364
89 H 0.00676 2.91300 -4.65199  -0.103
90 H -5.34010 -1.54135 1.37382  0.298
91 C -0.00412 4.22128 2.91588  -1.505
92 C -5.09873 0.95822 2.43885  -0.731
93 H 4.83451 1.52122 -1.32915  0.452
94 H 2.33167 0.86864 6.41452  0.408
95 H 6.41822 -0.41880 -0.55168  0.435
96 H -4.48910 1.71122 2.93961  0.424
97 N 0.27121 1.41510 2.47224  0.173
98 H 3.32537 -4.32243 2.76910  0.372
99 H -6.64704 -0.88094 -0.63768  0.370
100 C 1.23465 -1.60855 -3.49816  -1.383
101 C 1.40270 1.02783 4.51105  0.788

Values from the calculation:
HOMO energy (alpha / beta)   -8.72 / -10.00 eV
Net charge   +1
F_max   0.06240 hartree/bohr
E_tot   -2556.6959 Eh
Kohn-Sham gap (alpha / beta)   5.91 / 6.70 eV
<S²>   3.803
Multiplicity   4